{"formula": "C4H6O2", "method": "ωB97M-V/def2-TZVPD", "symbols": ["C", "C", "C", "C", "H", "H", "H", "H", "H", "H", "O", "O"], "xyz": [[-0.803, 0.772, -1.243], [1.144, -0.591, -0.497], [0.771, -0.581, 1.034], [-0.513, -0.116, 0.961], [-0.793, 1.537, -2.109], [-1.651, 0.270, -1.454], [1.741, 0.310, -0.378], [1.287, 0.160, 1.654], [0.968, -1.629, 1.701], [-1.335, -0.826, 1.518], [0.050, -0.379, -1.428], [-0.864, 1.072, 0.241]], "forces_ev_per_a": [[1.5534, -1.0408, -0.0091], [-0.4678, 1.6236, 0.1838], [0.8453, -3.8563, 2.2634], [-4.2852, 0.2040, 1.0000], [1.1213, 0.0385, 2.3364], [-3.6874, -1.0175, -0.3846], [0.7636, 0.5090, -1.7934], [1.0418, 0.2981, -0.9435], [-1.0916, 2.7110, -1.8504], [1.1419, 2.2950, -2.0498], [1.7889, 0.5624, 1.4856], [1.2758, -2.3268, -0.2385]], "nbo_charge": [0.22, -0.02, -0.60, 0.31, 0.19, 0.15, 0.11, 0.30, 0.24, 0.19, -0.56, -0.54], "homo_lumo_gap_ev": 6.758, "charge": 0, "homo_energy_ev": -7.621, "multiplicity": 1}

{"formula": "C10H17N3O6", "method": "ωB97M-V/def2-TZVPD", "symbols": ["C", "C", "C", "C", "C", "C", "C", "C", "C", "C", "H", "H", "H", "H", "H", "H", "H", "H", "H", "H", "H", "H", "H", "H", "H", "H", "H", "N", "N", "N", "O", "O", "O", "O", "O", "O"], "xyz": [[-0.427, -1.487, 0.083], [-1.034, -0.405, 1.002], [-1.314, -2.302, -0.870], [-1.827, -1.580, -2.040], [-2.757, -0.278, -1.585], [1.165, 0.846, 1.165], [1.865, 1.396, 2.537], [1.346, 1.938, 0.125], [0.957, 1.609, -1.351], [1.648, 0.293, -1.819], [0.059, -2.569, 1.667], [0.975, -3.081, 0.306], [0.298, -0.967, -0.680], [-0.665, -3.248, -1.276], [-2.123, -2.585, -0.213], [-2.561, -2.058, -2.705], [-0.857, -1.269, -2.548], [-4.572, 0.024, -1.476], [-0.497, 1.062, 2.356], [1.574, -0.245, 1.054], [0.948, 2.824, 0.504], [2.457, 2.153, 0.074], [-0.140, 1.600, -1.473], [1.470, 2.442, -1.781], [3.363, -0.758, -1.909], [3.534, 0.798, -0.930], [3.446, 1.471, 3.424], [0.422, -2.381, 0.767], [-0.282, 0.579, 1.459], [2.907, 0.046, -1.416], [-2.260, -0.486, 1.274], [-2.592, 0.843, -1.203], [-3.985, -0.838, -1.475], [1.343, 1.937, 3.461], [1.092, -0.499, -2.573], [3.181, 1.110, 2.572]], "forces_ev_per_a": [[2.7297, 1.2291, -4.1872], [-3.9906, -2.1874, -0.4741], [0.1558, -1.9978, 1.0938], [0.2061, 3.8731, -1.4391], [0.6979, -3.0471, 0.7357], [-0.1843, -2.1233, 2.1988], [-0.3631, -1.6072, -1.7904], [2.5983, -2.2177, -0.9952], [0.4222, -0.8084, 1.9966], [-1.0928, 0.7677, -1.0206], [0.1030, -1.0347, 0.8120], [-0.4261, 0.0269, -0.1054], [-1.5810, -0.3810, 1.6201], [-1.6468, 2.2182, 1.2332], [-0.4547, -1.0221, 0.0091], [0.8030, -0.4426, 0.3234], [-1.7894, 0.1028, -0.0607], [1.1014, -2.5346, 0.5698], [-0.8184, -0.5806, -1.2181], [0.0285, 2.2749, -0.5478], [-1.1651, 1.4752, 0.3412], [-0.9411, -0.1488, 0.3124], [0.6111, -0.1626, -0.3685], [-0.2422, 0.4575, -1.3922], [-0.5501, 1.3181, 0.8543], [-1.7858, -2.2264, -1.3868], [0.4732, 0.0665, 0.3020], [0.9176, 0.7500, 2.0353], [2.7029, 2.6620, 2.0130], [2.8349, 0.9260, 0.8180], [2.6075, -0.0115, -0.0791], [1.0953, 0.5084, -0.9988], [-2.0483, 2.9792, -0.9336], [-1.0078, 0.4374, 0.1998], [0.2898, 0.4512, 0.1455], [-0.2906, 0.0093, -0.6164]], "nbo_charge": [-0.15, 0.68, -0.40, -0.52, 0.81, -0.16, 0.79, -0.39, -0.51, 0.68, 0.37, 0.39, 0.20, 0.21, 0.23, 0.24, 0.26, 0.49, 0.43, 0.28, 0.23, 0.19, 0.27, 0.23, 0.42, 0.41, 0.50, -0.87, -0.63, -0.84, -0.62, -0.61, -0.70, -0.59, -0.64, -0.68], "homo_lumo_gap_ev": 9.117, "charge": 0, "smiles": "NC(=O)CC[C@H](NC(=O)[C@@H](N)CCC(=O)O)C(=O)O", "homo_energy_ev": -8.844, "multiplicity": 1}

{"formula": "C18H17F6N4O9RhS3", "method": "ωB97M-V/def2-TZVPD", "symbols": ["Rh", "C", "C", "C", "C", "C", "C", "C", "S", "O", "O", "N", "C", "C", "O", "O", "H", "H", "H", "H", "H", "H", "H", "H", "H", "F", "C", "F", "F", "S", "O", "O", "N", "S", "O", "O", "C", "F", "F", "F", "N", "C", "O", "C", "C", "C", "N", "C", "C", "H", "H", "H", "H", "H", "H", "C", "H", "H"], "xyz": [[-0.254, -0.401, -0.324], [-6.082, 3.658, 3.823], [-4.852, 3.379, 3.000], [-4.525, 4.168, 1.905], [-3.397, 3.898, 1.139], [-2.586, 2.826, 1.465], [-2.896, 2.028, 2.559], [-4.019, 2.306, 3.318], [-1.163, 2.416, 0.467], [-0.163, 1.945, 1.400], [-0.907, 3.600, -0.316], [-1.618, 1.171, -0.404], [-2.243, 1.394, -1.696], [-2.220, 0.105, -2.529], [-2.999, 0.005, -3.468], [-1.345, -0.767, -2.173], [-6.561, 4.587, 3.512], [-5.837, 3.741, 4.884], [-6.813, 2.853, 3.719], [-5.159, 5.009, 1.646], [-3.132, 4.515, 0.290], [-2.249, 1.193, 2.797], [-4.258, 1.681, 4.172], [-1.713, 2.152, -2.280], [-3.284, 1.714, -1.592], [6.579, -1.638, -0.970], [6.080, -0.451, -1.332], [6.758, -0.033, -2.407], [6.308, 0.413, -0.337], [4.274, -0.624, -1.679], [3.702, -1.023, -0.428], [4.225, -1.514, -2.799], [4.015, 0.872, -2.094], [2.713, 1.710, -1.935], [1.516, 0.964, -1.609], [2.633, 2.695, -2.969], [3.032, 2.677, -0.397], [3.123, 1.878, 0.661], [2.050, 3.549, -0.200], [4.180, 3.367, -0.499], [2.241, -7.054, -0.186], [2.356, -6.080, -1.214], [2.908, -6.413, -2.270], [1.828, -4.780, -0.929], [1.804, -3.762, -1.931], [1.211, -2.565, -1.691], [0.623, -2.242, -0.490], [0.683, -3.187, 0.495], [1.251, -4.408, 0.328], [2.362, -7.973, -0.588], [1.391, -6.988, 0.354], [2.263, -3.946, -2.891], [1.163, -1.800, -2.455], [0.235, -2.909, 1.438], [1.276, -5.072, 1.183], [-1.301, -0.998, 1.201], [-0.823, -0.886, 2.173], [-2.383, -0.957, 1.153]], "forces_ev_per_a": [[-0.3116, -0.0518, -0.5146], [0.0046, -0.0012, -0.0036], [-0.0046, 0.0294, -0.0264], [-0.0460, 0.0001, 0.0374], [0.0652, -0.0086, -0.0533], [-0.0227, -0.0333, 0.0249], [-0.0400, -0.0221, 0.0283], [0.0369, -0.0168, -0.0209], [-0.2721, -0.0284, -0.0006], [0.0301, 0.0289, -0.0064], [-0.0394, -0.0148, -0.0024], [0.7386, 0.0695, 0.1326], [-0.0744, 0.0531, -0.1160], [0.0767, 0.0184, 0.2071], [-0.0266, -0.0215, -0.1061], [0.0619, 0.0205, -0.0250], [0.0021, -0.0010, 0.0002], [-0.0015, 0.0003, 0.0024], [-0.0007, 0.0020, 0.0022], [0.0018, -0.0019, -0.0001], [-0.0041, 0.0051, 0.0079], [-0.0045, 0.0063, 0.0150], [0.0041, -0.0007, 0.0002], [0.0060, 0.0154, 0.0236], [-0.0055, -0.0037, 0.0077], [0.0162, -0.0437, 0.0183], [-0.0762, 0.0626, -0.0219], [0.0144, -0.0046, 0.0160], [0.0199, 0.0099, 0.0095], [0.0327, 0.0134, 0.0705], [-0.0171, -0.0150, 0.0239], [0.0114, -0.0472, -0.0141], [-0.0010, 0.0501, -0.1632], [-0.1460, -0.0797, 0.1980], [0.0497, -0.1698, -0.0922], [-0.0240, 0.0736, 0.0385], [-0.0232, 0.0747, -0.0895], [0.0301, -0.0589, 0.0354], [-0.0521, 0.0682, 0.0462], [0.0725, -0.0190, -0.0279], [-0.0222, 0.0135, -0.0235], [-0.0246, -0.0406, 0.0429], [0.0217, 0.0071, -0.0354], [0.0001, 0.0326, -0.0028], [-0.0250, 0.0040, 0.0194], [-0.0493, -0.0386, -0.0268], [-0.0118, 0.1123, 0.1528], [0.0266, 0.0440, -0.0259], [0.0064, -0.0291, -0.0060], [0.0073, 0.0108, 0.0067], [0.0109, -0.0004, 0.0072], [0.0067, -0.0118, -0.0003], [-0.0030, 0.0063, 0.0195], [0.0094, 0.0124, 0.0057], [0.0108, -0.0038, -0.0010], [-0.0319, -0.0565, 0.1776], [-0.0058, -0.0054, 0.0030], [-0.0081, -0.0147, 0.0254]], "lowdin_spin": [1.67, 0.00, 0.00, 0.00, 0.00, 0.00, 0.01, 0.00, 0.02, 0.04, 0.01, 0.05, 0.00, 0.01, 0.01, 0.15, 0.00, 0.00, 0.00, 0.00, 0.00, 0.01, 0.00, 0.00, 0.00, 0.00, 0.00, 0.00, 0.00, 0.00, 0.00, 0.00, 0.00, 0.00, 0.01, 0.00, 0.00, 0.00, 0.00, 0.00, 0.03, 0.12, 0.14, 0.22, 0.08, 0.10, 0.24, 0.10, 0.08, 0.00, 0.00, 0.00, 0.00, 0.02, 0.01, 0.76, 0.06, 0.05], "homo_lumo_gap_ev": [4.165, 7.517], "charge": -2, "s2": 6.019, "homo_energy_ev": [-0.398, -4.037], "multiplicity": 5}

{"formula": "C34H53BaN2O2P2", "method": "ωB97M-V/def2-TZVPD", "symbols": ["C", "C", "C", "C", "C", "H", "H", "H", "N", "P", "P", "C", "H", "H", "C", "O", "C", "H", "C", "C", "C", "C", "C", "H", "H", "H", "C", "H", "H", "H", "C", "H", "H", "H", "C", "H", "H", "H", "C", "H", "H", "H", "C", "H", "H", "H", "C", "H", "H", "H", "C", "H", "H", "H", "C", "H", "H", "H", "C", "H", "H", "H", "C", "H", "H", "H", "C", "H", "H", "H", "Ba", "N", "C", "C", "C", "C", "C", "H", "C", "H", "C", "H", "H", "H", "C", "C", "C", "O", "H", "H", "H", "H", "H", "H"], "xyz": [[-1.351, -1.644, -2.305], [0.706, -2.577, -1.684], [-1.565, -2.652, -3.245], [0.448, -3.699, -2.513], [-0.673, -3.724, -3.321], [-2.451, -2.580, -3.881], [1.182, -4.505, -2.497], [-0.874, -4.557, -3.994], [-0.241, -1.574, -1.547], [-2.732, -0.020, -0.458], [2.712, -1.072, -0.402], [-2.436, -0.547, -2.191], [-2.089, 0.336, -2.754], [-3.373, -0.884, -2.668], [0.786, 3.533, 1.667], [1.033, 4.594, 2.012], [1.981, -2.524, -1.027], [2.495, -3.484, -0.906], [3.752, -0.223, -1.732], [3.605, -1.499, 1.212], [-3.581, 1.688, -0.420], [-3.800, -1.431, 0.231], [3.832, 1.278, -1.369], [4.386, 1.454, -0.436], [4.341, 1.817, -2.182], [2.833, 1.722, -1.254], [5.141, -0.859, -1.822], [5.741, -0.713, -0.916], [5.069, -1.933, -2.036], [5.693, -0.394, -2.654], [3.042, -0.405, -3.084], [3.571, 0.177, -3.856], [3.047, -1.459, -3.392], [2.003, -0.056, -3.053], [4.330, -0.238, 1.740], [3.665, 0.639, 1.806], [4.717, -0.435, 2.753], [5.186, 0.042, 1.108], [2.530, -1.975, 2.217], [1.801, -1.188, 2.485], [1.972, -2.842, 1.831], [3.021, -2.283, 3.154], [4.598, -2.643, 0.991], [5.359, -2.413, 0.238], [5.118, -2.838, 1.943], [4.079, -3.562, 0.695], [-4.221, -1.041, 1.659], [-4.626, -1.926, 2.168], [-3.369, -0.681, 2.255], [-5.001, -0.269, 1.678], [-2.956, -2.716, 0.270], [-2.742, -3.100, -0.734], [-2.000, -2.596, 0.794], [-3.532, -3.486, 0.798], [-4.999, -1.690, -0.681], [-5.606, -2.485, -0.228], [-5.648, -0.821, -0.812], [-4.692, -2.035, -1.673], [-2.857, 2.655, -1.374], [-2.901, 2.310, -2.415], [-3.365, 3.631, -1.325], [-1.802, 2.814, -1.116], [-3.479, 2.224, 1.030], [-2.444, 2.236, 1.416], [-3.844, 3.263, 1.049], [-4.085, 1.639, 1.735], [-5.040, 1.581, -0.869], [-5.117, 1.164, -1.884], [-5.661, 0.997, -0.178], [-5.477, 2.592, -0.904], [0.152, 0.424, 0.621], [0.399, 1.743, -1.663], [0.479, 2.147, -2.768], [0.571, 2.793, -4.018], [0.376, 4.188, -4.057], [0.874, 2.071, -5.190], [0.536, 4.866, -5.263], [0.100, 4.709, -3.131], [1.044, 2.767, -6.388], [0.965, 0.981, -5.135], [0.878, 4.159, -6.422], [0.391, 5.951, -5.287], [1.303, 2.214, -7.292], [1.005, 4.699, -7.364], [-0.782, -1.206, 4.800], [-0.407, 0.105, 4.204], [0.331, 1.094, 5.044], [-0.707, 0.384, 3.008], [-1.606, -1.087, 5.522], [0.068, -1.625, 5.357], [-1.074, -1.912, 4.008], [1.413, 1.098, 4.818], [-0.068, 2.102, 4.856], [0.216, 0.865, 6.110]], "forces_ev_per_a": [[-0.0770, -0.2175, -0.6377], [0.9319, 0.5335, 0.7342], [-0.8327, 0.7852, 0.1586], [-0.7855, -0.4305, -0.5036], [0.7758, -0.1440, 0.5553], [0.2955, -0.2224, 0.2295], [-0.2497, 0.2005, -0.1868], [0.1352, 0.1853, 0.1452], [-0.0915, -0.0116, 0.0164], [0.5355, -0.2074, 0.5480], [-1.6007, 0.7782, 0.2361], [0.2280, 0.0786, -0.4297], [-0.0825, -0.2292, 0.1990], [0.5085, 0.1114, 0.0679], [0.6071, 2.5143, 0.7912], [-0.6072, -2.5426, -0.8217], [-0.5368, -0.5386, 0.3038], [-0.0146, 0.3058, -0.4825], [0.5018, -0.2306, 0.6122], [0.2617, 0.1964, -0.8231], [-0.2595, -0.7763, -0.1003], [0.0317, 0.8172, -0.3359], [0.1667, -0.1276, -0.2161], [-0.0816, -0.0667, -0.2923], [-0.0221, -0.0379, 0.2165], [0.2546, -0.1951, -0.0573], [0.2955, 0.3483, -0.4725], [-0.1627, -0.0033, -0.1823], [-0.0218, 0.2042, 0.0931], [0.0072, -0.1337, 0.1445], [0.0304, -0.0310, 0.0722], [-0.0337, -0.0761, 0.2206], [-0.0886, 0.2636, 0.1273], [0.1025, -0.1640, 0.0694], [0.0131, -0.2845, 0.1566], [0.0743, -0.2603, -0.0602], [-0.0398, 0.0444, -0.2461], [-0.2998, -0.1357, 0.2013], [0.1206, -0.0551, -0.0839], [0.2126, -0.0805, -0.0798], [0.1720, 0.3255, 0.0216], [-0.0840, 0.1160, -0.1930], [0.2760, -0.1133, 0.5202], [-0.2566, -0.0389, 0.2402], [-0.0280, -0.1277, -0.2189], [0.1062, 0.1793, 0.0412], [-0.1348, -0.1992, 0.0223], [0.0071, 0.1418, -0.0816], [-0.1256, -0.0826, -0.1716], [0.1666, -0.1793, -0.0710], [0.1260, -0.0163, 0.0392], [0.0133, 0.1275, 0.1756], [-0.1420, 0.0606, -0.0552], [0.0514, 0.1108, -0.0529], [-0.4682, -0.2950, 0.2279], [0.0168, 0.0323, -0.1588], [0.1421, -0.2548, 0.0750], [-0.0336, -0.0224, 0.2343], [-0.0166, -0.0150, 0.0093], [-0.0064, 0.1011, 0.2244], [0.1332, -0.2438, -0.0053], [-0.2103, -0.0903, 0.0284], [-0.1254, 0.0585, -0.1413], [-0.2658, -0.0399, -0.2140], [0.0498, -0.2575, 0.0184], [0.2032, 0.2086, -0.2477], [-0.3226, 0.6408, 0.0665], [0.0024, 0.0260, 0.3080], [0.2503, 0.1599, -0.2000], [0.0335, -0.1880, -0.0208], [0.4395, -0.6853, -0.4883], [0.2028, 1.4179, -3.7525], [-0.3855, -1.1122, 3.8233], [0.0571, 0.4286, -1.2487], [0.0873, -0.1283, 0.0105], [0.0104, 0.1605, 0.1432], [-0.0798, -0.0781, 0.1394], [0.1897, -0.1476, -0.4801], [-0.1357, 0.0441, 0.2403], [0.0835, 0.4723, -0.0922], [-0.0022, -0.1428, 0.1328], [0.0758, -0.4788, -0.0678], [-0.1171, 0.2311, 0.2523], [-0.0245, -0.2135, 0.3395], [0.0248, -0.5885, -0.2159], [-0.5357, 0.5433, -2.1392], [-0.0480, 0.4609, 0.3879], [0.5511, -0.6005, 3.0252], [0.2395, 0.0802, -0.2529], [-0.1778, 0.1712, -0.0696], [-0.0387, 0.2729, 0.3313], [-0.4472, -0.1253, -0.0667], [0.2159, -0.2950, -0.0265], [0.0824, 0.0234, -0.2326]], "lowdin_charge": [-0.39, -0.38, -0.09, -0.05, -0.07, 0.10, 0.11, 0.11, 0.00, 0.97, 0.88, -0.28, 0.07, 0.08, 0.01, 0.07, -0.33, 0.05, -0.69, -0.71, -0.69, -0.68, -0.11, 0.06, 0.09, 0.03, -0.10, 0.06, 0.09, 0.09, -0.10, 0.09, 0.09, 0.04, -0.10, 0.06, 0.09, 0.07, -0.12, 0.02, 0.08, 0.09, -0.10, 0.06, 0.09, 0.08, -0.09, 0.09, 0.06, 0.07, -0.08, 0.08, 0.08, 0.09, -0.09, 0.10, 0.05, 0.08, -0.11, 0.08, 0.09, 0.05, -0.10, 0.05, 0.09, 0.07, -0.10, 0.09, 0.07, 0.09, 1.49, 0.02, -0.14, -0.22, -0.02, -0.01, -0.06, 0.13, -0.05, 0.12, -0.05, 0.12, 0.12, 0.12, 0.00, -0.45, 0.00, -0.29, 0.11, 0.11, 0.10, 0.11, 0.10, 0.10], "homo_lumo_gap_ev": [5.274, 5.277], "charge": 1, "homo_energy_ev": [-7.835, -7.835], "multiplicity": 1}

Number 1: total energy -8332.120 eV. Number 2: total energy -27400.245 eV. Number 3: total energy -95147.061 eV. Number 4: total energy -62460.520 eV.